(1)
70
Properties=species:S:1:pos:R:3:forces:R:3 method="wB97M-V/def2-TZVPD" gap_ev=10.3 charge=0 homo_energy_ev=-9.99 lumo_energy_ev=0.294
C 1.002 0.542 0.022 -1.0 -0.1 0.0
C -0.025 -0.107 0.952 1.2 0.4 -0.6
C -1.021 -1.045 0.241 -0.3 1.8 1.4
O -0.836 -2.288 0.893 0.1 -0.5 -0.8
C 0.202 -2.236 1.751 0.0 0.4 0.0
O 0.638 -3.171 2.336 0.1 -0.3 0.2
O 0.670 -0.976 1.870 -0.4 -0.1 0.0
H 0.457 1.050 -0.777 0.0 0.0 -0.1
H 1.630 -0.230 -0.421 0.2 0.1 0.1
H 1.564 1.310 0.544 0.3 -0.2 0.0
H -0.492 0.707 1.510 -0.3 -0.4 0.2
H -0.905 -0.980 -0.839 0.2 -0.9 0.0
H -2.008 -0.669 0.500 -0.1 -0.3 -0.3
C -1.015 -3.092 -2.985 0.7 -1.1 0.6
C -1.031 -3.307 -4.476 -0.7 0.6 -0.1
C -2.228 -4.119 -5.039 1.4 -0.7 0.5
O -2.978 -3.207 -5.799 0.0 0.1 -0.2
C -2.321 -2.017 -5.881 -0.4 -0.1 0.9
O -2.730 -1.080 -6.478 0.0 0.2 -0.4
O -1.234 -2.010 -5.089 0.2 -0.5 -0.5
H -0.527 -3.940 -2.480 -0.3 -0.1 -0.3
H -2.014 -3.035 -2.558 0.0 0.5 0.0
H -0.353 -2.272 -2.709 -0.4 0.4 -0.2
H -0.097 -3.734 -4.837 0.1 0.2 0.0
H -2.782 -4.609 -4.238 -0.4 0.4 -0.1
H -1.820 -4.921 -5.660 -0.3 0.1 -0.3
C 2.276 1.129 -3.411 0.9 0.5 0.9
O 1.061 0.880 -4.086 -0.2 -0.6 0.1
C -0.040 1.487 -3.641 0.1 0.1 -0.2
O -0.088 2.362 -2.815 0.1 0.1 0.2
O -1.082 0.981 -4.289 0.1 -0.1 -0.2
C -2.244 1.804 -4.328 0.0 0.5 -0.3
H 2.446 0.567 -2.485 -0.7 -0.3 -0.2
H 2.355 2.171 -3.099 0.0 0.1 -0.4
H 3.100 0.840 -4.056 -0.2 0.2 -0.4
H -3.020 1.201 -4.785 -0.1 -0.1 0.2
H -2.068 2.672 -4.972 0.1 -0.1 0.0
H -2.487 2.211 -3.349 -0.2 -0.3 0.1
Br -0.814 1.530 6.239 -0.1 -0.1 0.1
C 0.702 2.394 5.366 -0.5 0.2 0.5
C 0.313 2.659 3.951 0.2 -0.6 -1.0
Br 1.581 3.898 3.134 -0.2 0.1 0.1
H 1.537 1.714 5.483 0.2 0.1 -0.1
H 0.857 3.321 5.909 0.1 0.0 0.1
H -0.697 3.030 3.815 0.1 0.4 0.2
H 0.382 1.756 3.344 0.1 0.0 0.1
Br 5.689 3.978 3.509 0.2 -0.2 0.1
C 5.779 2.252 2.592 0.0 0.0 -0.1
C 4.354 1.855 2.336 0.0 0.3 -0.3
Br 4.240 0.181 1.365 0.2 -0.3 0.2
H 6.294 1.520 3.206 0.1 0.2 0.2
H 6.345 2.432 1.685 0.0 -0.1 -0.1
H 3.877 2.572 1.679 -0.1 0.1 0.1
H 3.810 1.785 3.271 -0.2 -0.3 -0.1
Br -4.437 -0.679 -0.575 -0.3 0.1 -0.1
C -4.639 1.174 -1.154 0.3 -0.3 0.0
C -3.532 2.047 -0.627 0.1 -0.1 0.4
Br -3.508 2.133 1.326 -0.1 0.1 -0.1
H -5.624 1.507 -0.849 0.0 0.0 0.0
H -4.566 1.104 -2.237 -0.1 0.2 0.0
H -3.644 3.068 -0.985 0.0 0.0 0.0
H -2.545 1.671 -0.881 0.0 0.0 -0.2
Br -0.956 -3.332 5.754 0.0 0.1 0.1
C 0.944 -2.969 5.508 0.0 0.4 -0.1
C 1.162 -1.467 5.497 -0.7 -0.6 0.1
Br 3.055 -1.117 5.357 0.1 0.2 -0.1
H 1.172 -3.400 4.541 0.2 -0.1 0.1
H 1.489 -3.424 6.328 -0.1 -0.2 0.0
H 0.800 -1.022 6.418 0.1 0.1 0.0
H 0.621 -1.039 4.657 0.3 0.2 -0.1

=====

(2)
22
Properties=species:S:1:pos:R:3:forces:R:3 method="wB97M-V/def2-TZVPD" gap_ev=10.7 charge=0 homo_energy_ev=-10.44 lumo_energy_ev=0.303 relative_energy_kcal_mol=38.0
N 0.254 -0.640 4.602 0.1 0.0 0.1
H 0.409 -1.213 3.784 0.2 0.0 -0.1
H -0.402 -1.157 5.159 -0.6 -0.2 0.2
H 1.103 -0.682 5.154 0.2 0.1 -0.2
O 1.382 -0.766 -2.922 -0.1 0.2 -0.1
H 1.906 -1.259 -3.543 0.6 -0.9 -0.1
H 1.084 -0.084 -3.523 -0.5 0.7 0.2
O 3.933 5.273 -3.043 -0.2 0.3 0.2
H 3.890 5.536 -2.110 0.0 -0.1 -0.4
H 3.257 5.808 -3.482 0.2 -0.2 0.2
O -5.477 0.506 -0.925 0.3 0.9 -0.3
H -4.628 0.978 -0.880 -0.2 -0.5 0.1
H -6.022 1.174 -1.371 -0.1 -0.4 0.2
O -0.704 -3.330 1.103 1.0 -0.8 -1.1
H -0.870 -2.641 1.710 -0.6 1.0 1.2
H -1.514 -3.815 0.979 -0.5 -0.1 0.0
O -0.670 0.711 -0.209 0.0 0.7 -1.0
H -0.867 0.151 0.519 -0.2 -0.6 1.0
H 0.050 0.260 -0.661 0.2 0.0 0.0
O 1.595 -1.475 0.063 0.2 0.4 0.6
H 0.781 -1.772 0.484 0.1 -0.4 -0.6
H 1.511 -1.562 -0.888 -0.3 -0.1 -0.2

=====

(3)
57
Properties=species:S:1:pos:R:3:forces:R:3 method="wB97M-V/def2-TZVPD" gap_ev=9.1 charge=0 homo_energy_ev=-8.52 lumo_energy_ev=0.572 relative_energy_kcal_mol=19.8
C 3.232 5.258 1.179 -0.1 -0.1 0.2
C 3.019 4.035 2.062 0.2 0.0 -0.2
C 4.033 2.935 1.756 -0.4 -0.2 0.3
C 3.786 1.686 2.604 0.5 0.3 -0.1
O 2.518 1.101 2.362 -0.3 -0.1 0.0
C 2.299 0.388 1.238 -0.2 -0.2 -0.2
C 0.979 -0.047 1.059 0.2 0.1 0.0
C 0.626 -0.797 -0.041 -0.1 0.0 0.1
C 1.595 -1.119 -0.975 -0.1 -0.5 -0.5
S 1.149 -1.991 -2.459 0.1 0.4 -0.1
O 2.304 -2.614 -3.024 0.1 0.3 0.1
O -0.032 -2.776 -2.236 0.0 0.2 0.2
N 0.736 -0.740 -3.503 0.5 -0.8 0.1
C -0.386 0.093 -3.335 -0.3 -0.1 0.1
O -0.311 1.289 -3.512 0.2 0.3 -0.2
N -1.498 -0.588 -3.023 -0.4 -0.2 0.1
C -2.748 0.076 -2.703 0.1 0.1 0.0
C -3.080 -0.087 -1.243 0.0 0.1 -0.1
C -2.433 0.683 -0.289 -0.2 -0.1 -0.1
C -2.684 0.514 1.062 0.0 0.0 0.3
C -3.603 -0.441 1.486 -0.1 -0.1 -0.2
O -3.957 -0.687 2.777 -0.2 -0.1 -0.2
C -3.222 -0.095 3.828 0.4 0.0 0.2
C -1.863 -0.768 4.036 -0.2 0.2 0.0
C -1.014 -0.018 5.053 -0.1 -0.1 -0.2
C -4.256 -1.217 0.526 0.0 0.0 0.3
C -3.994 -1.044 -0.816 0.1 0.1 0.0
C 2.901 -0.704 -0.816 0.0 -0.1 0.0
C 3.263 0.046 0.288 0.1 0.1 0.2
H 4.230 5.665 1.326 0.1 0.1 0.0
H 2.507 6.031 1.419 0.0 0.1 0.0
H 3.119 4.996 0.130 0.0 0.0 -0.1
H 2.012 3.643 1.907 0.0 0.0 0.1
H 3.106 4.323 3.112 -0.1 0.0 0.1
H 3.971 2.679 0.696 0.1 0.0 -0.1
H 5.044 3.294 1.959 0.1 0.0 0.0
H 3.755 1.960 3.663 0.1 -0.1 -0.1
H 4.585 0.949 2.461 -0.1 0.0 0.1
H 0.253 0.225 1.807 -0.1 0.0 0.1
H -0.386 -1.142 -0.182 -0.2 0.0 0.1
H 1.542 -0.250 -3.862 0.1 0.1 0.0
H -1.401 -1.574 -2.814 -0.1 0.1 -0.1
H -2.615 1.130 -2.958 -0.1 -0.2 0.0
H -3.542 -0.351 -3.323 0.0 0.1 0.0
H -1.717 1.428 -0.606 0.1 0.1 0.0
H -2.165 1.143 1.768 0.0 0.0 0.1
H -3.100 0.983 3.662 0.0 -0.1 0.0
H -3.848 -0.232 4.714 0.1 0.1 -0.1
H -1.340 -0.818 3.078 0.0 -0.1 0.0
H -2.028 -1.794 4.369 0.0 0.0 -0.1
H -0.819 0.999 4.718 0.1 0.1 0.0
H -0.060 -0.520 5.191 0.1 0.0 0.1
H -1.522 0.030 6.014 0.0 0.0 0.2
H -4.969 -1.953 0.864 -0.1 -0.1 0.0
H -4.507 -1.656 -1.542 -0.1 -0.1 -0.1
H 3.629 -0.987 -1.560 0.2 0.0 0.0
H 4.290 0.353 0.397 0.1 0.0 0.0

=====

(4)
19
Properties=species:S:1:pos:R:3:forces:R:3 method="wB97M-V/def2-TZVPD" gap_ev=8.9 charge=+1 homo_energy_ev=-12.92 lumo_energy_ev=-4.068 relative_energy_kcal_mol=0.0
H 3.120 -2.146 0.852 0.2 -0.3 0.0
P 2.875 -0.936 0.177 0.4 0.2 0.1
N 1.381 -1.242 -0.170 0.3 0.0 0.3
C 0.545 -0.265 -0.723 -2.7 0.3 -0.9
C 0.830 1.251 -0.740 1.3 -0.2 1.6
C 0.716 2.004 0.603 -1.2 2.9 -0.6
N -0.790 -0.401 0.110 2.0 1.9 -0.3
C -1.656 -1.326 -0.145 0.2 -0.3 -0.9
N -2.837 -1.521 0.364 0.1 1.7 1.6
H 0.288 -0.495 -1.798 0.2 -0.3 1.1
H 1.842 1.360 -1.044 1.2 -0.1 -0.4
H 0.301 1.719 -1.527 -1.0 0.5 -0.6
H -0.388 1.985 0.924 1.4 1.0 -0.3
H 1.230 1.585 1.417 1.0 -1.1 0.9
H 1.192 3.165 0.615 -1.8 -3.2 -0.5
H -0.698 0.418 0.798 -1.5 -2.1 -0.8
H -1.451 -2.023 -0.934 0.8 -0.2 -0.4
H -3.430 -2.295 0.148 -0.1 -0.2 -0.1
H -3.071 -0.837 1.074 -0.8 -0.5 0.1

=====

(5)
43
Properties=species:S:1:pos:R:3:forces:R:3 method="wB97M-V/def2-TZVPD" gap_ev="5.4 / 5.4" charge=+2 homo_energy_ev="-14.34 / -14.34" lumo_energy_ev="-8.912 / -8.900" relative_energy_kcal_mol=0.0
I 0.558 1.628 0.582 -0.5 1.3 -0.1
I 0.607 -1.602 0.703 -0.5 -1.3 -0.1
Y 0.126 -0.107 -2.463 0.2 0.0 0.7
P -2.532 -0.059 -1.396 -1.3 -0.1 -0.3
C -3.208 0.010 0.299 0.1 0.0 0.3
C -3.447 1.312 -2.200 0.3 0.2 0.0
H -4.504 1.028 -2.299 0.3 0.2 0.0
H -4.513 -1.211 -2.198 0.4 -0.2 0.1
H -3.025 1.497 -3.198 -0.3 0.1 0.2
H -3.037 -1.757 -3.064 -0.3 -0.1 0.2
H -2.877 0.933 0.797 -0.1 -0.3 -0.2
H -3.363 2.214 -1.582 0.0 -0.1 -0.3
C -3.455 -1.490 -2.082 0.3 -0.2 0.0
H -4.316 0.004 0.251 0.6 0.0 0.0
H -3.369 -2.340 -1.392 0.0 0.1 -0.3
H -2.871 -0.868 0.871 -0.1 0.3 -0.2
P 3.044 -0.062 -1.972 1.9 0.0 0.5
C 3.941 0.004 -0.369 -0.6 0.0 0.5
C 3.951 -1.533 -2.586 -0.5 -0.3 -0.5
H 3.504 1.618 -3.681 0.3 0.1 0.1
H 5.003 1.144 -2.823 -0.3 0.0 0.1
H 3.817 2.227 -2.037 0.0 -0.2 -0.2
C 3.933 1.363 -2.706 -0.5 0.3 -0.6
H 3.529 -1.873 -3.538 0.3 -0.1 0.1
H 5.019 -1.310 -2.718 -0.3 0.0 0.1
H 5.024 -0.002 -0.569 -0.5 0.0 0.0
H 3.673 -0.867 0.239 0.2 0.2 0.0
H 3.843 -2.340 -1.848 0.0 0.2 -0.2
H 3.669 0.916 0.169 0.1 -0.2 0.0
Cl -0.445 -0.167 -4.859 0.3 0.0 1.1
C 1.075 0.142 3.823 0.3 0.0 -0.3
P -0.473 0.107 2.872 0.4 0.1 1.1
C -1.470 -1.260 3.567 0.0 -0.4 -0.6
C -1.483 1.505 3.482 0.1 0.3 -0.6
H 1.661 -0.750 3.583 -0.1 0.1 0.1
H 0.892 0.184 4.907 -0.2 0.0 -0.4
H 1.664 1.011 3.515 -0.1 -0.1 0.1
H -1.768 -1.020 4.598 0.2 0.1 -0.3
H -2.376 -1.370 2.962 0.1 -0.1 0.2
H -0.904 -2.194 3.552 -0.1 0.1 -0.1
H -1.777 1.328 4.527 0.2 -0.2 -0.3
H -0.926 2.442 3.407 -0.1 -0.1 -0.1
H -2.391 1.565 2.872 0.1 0.1 0.2

=====

no.,energy (Ha)
1,-22013.68589
2,-515.15892
3,-1700.93375
4,-664.32146
5,-2476.62695